No. 1
A 2-piece molecular cluster, C11H16N4 overall. Source: the Open Molecules 2025 dataset; level of theory: the ωB97M-V functional and the def2-TZVPD basis.

Geometry as XYZ:
```
31
Properties=species:S:1:pos:R:3:forces:R:3
C 3.552624 -0.467860 1.985998 2.824 -2.774 -0.365
C 3.517376 0.894691 1.904307 -0.157 0.228 0.953
C 3.283695 -1.304644 0.865686 1.177 -0.991 1.077
C 2.858261 1.428935 0.854080 -0.098 3.636 -0.061
C 2.719296 -0.740302 -0.225011 0.152 0.471 0.986
C 2.422279 0.631387 -0.111605 -1.756 -2.111 -2.937
C -1.137552 -0.069958 -0.333652 0.103 -0.814 0.776
C 2.123293 -1.303584 -1.438331 0.516 -0.896 -0.831
C -1.996481 0.673838 1.718565 -2.730 -3.618 1.450
C -3.189497 0.045849 0.867672 -1.314 -0.451 0.583
C 1.562667 0.898240 -1.224210 0.290 0.125 -0.021
N -0.878425 0.405840 0.894642 -3.917 -1.410 -3.320
N -2.493209 -0.284105 -0.328947 1.439 0.207 -1.190
N 1.464644 -0.154055 -1.958984 -1.449 0.032 -2.218
N -3.037937 -1.289538 -1.190627 0.166 1.016 -0.329
H 4.215862 -0.990352 2.721361 -1.091 0.812 -0.126
H 3.966613 1.554737 2.608447 0.239 0.060 0.718
H 3.695863 -2.340936 0.827170 -0.739 0.839 0.387
H 2.747516 2.506786 0.639887 0.098 -0.463 0.776
H 2.767122 -1.582593 -2.315732 -0.058 -0.666 1.324
H 1.398542 -2.089383 -1.104771 0.440 0.448 -0.848
H -2.218321 1.664318 1.866178 -0.151 2.509 0.369
H -1.954938 0.139557 2.717092 0.194 0.761 -1.059
H -3.596479 -0.940353 1.146718 0.012 0.542 1.316
H -4.078644 0.698258 0.638890 1.070 -0.241 0.532
H 0.977409 1.771485 -1.411365 0.079 0.627 -0.432
H -0.038311 0.678140 1.172395 4.572 1.351 1.171
H 1.046573 -0.258066 -2.907232 0.054 0.738 1.317
H -4.068992 -1.238935 -1.130656 0.357 0.166 -0.634
H -2.780945 -2.267765 -1.067560 0.364 -0.353 1.054
H -2.634665 -1.074863 -2.106931 -0.685 0.219 -0.416
```
Positions in Å, forces in eV/Å.

Values from the calculation:
Charge   +2
ΔE to the lowest compared entry with this formula, charge and spin   59.7 kcal/mol
Maximum force   5.3 eV/Å
Orbital gap   0.3306 Eh
E_tot   -17607.359 eV
Spin multiplicity   1

***

No. 2
C3HLuO3 as an isolated structure. Source: the Open Molecules 2025 dataset; level of theory: the ωB97M-V functional and the def2-TZVPD basis.

Geometry as XYZ:
```
8
Properties=species:S:1:pos:R:3:forces:R:3
O 0.809799 -2.000621 2.349313 -0.611 2.468 -2.808
C 0.585434 -1.251112 1.477457 0.970 -3.353 4.031
C 0.272961 -0.539049 0.420029 -2.057 0.341 -2.828
O 0.493760 0.875359 0.468750 0.109 -0.093 -0.814
C -0.008096 1.453485 -0.580563 0.988 -2.336 0.336
O 0.546683 2.580469 -0.823943 -2.216 1.627 0.856
Lu -0.987025 -0.637496 -1.533337 1.502 0.696 2.212
H -0.216355 3.186158 -0.552248 1.315 0.649 -0.985
```
Positions in Å, forces in eV/Å.

Values from the calculation:
Charge   +2
ΔE to the lowest compared entry with this formula, charge and spin   58.7 kcal/mol
Maximum force   5.3 eV/Å
Orbital gap   0.2301 Eh
E_tot   -42865.566 eV
Spin multiplicity   1

***

No. 3
One molecule with the formula C7H14N2O4S. Source: the Open Molecules 2025 dataset; level of theory: the ωB97M-V functional and the def2-TZVPD basis.

Geometry as XYZ:
```
28
Properties=species:S:1:pos:R:3:forces:R:3
C -1.083425 1.357391 -1.671110 -2.854 2.212 -2.177
C -0.388463 0.913128 -0.373415 0.183 2.932 -2.674
C -1.261238 0.059823 -2.685901 -0.587 3.386 1.789
C -1.999252 0.496902 -3.899473 0.632 1.013 -0.835
C -0.356080 -0.549815 1.538927 -0.181 -1.502 -1.091
C 0.276483 0.151884 2.722324 0.781 2.096 1.320
C 0.609517 -1.591958 0.706663 -0.144 0.065 3.445
H 0.679046 2.498455 -2.409250 -1.021 -0.197 -0.091
H -0.698678 2.329658 -3.498795 0.979 0.487 1.550
H -2.145776 2.007569 -1.547747 2.497 -2.428 0.420
H -1.866125 -0.660962 -2.191350 0.005 -1.183 0.704
H 0.483210 0.662592 -2.958227 -0.790 -2.599 -0.141
H -1.286034 0.973505 -4.626448 -0.805 0.091 0.742
H -2.795594 1.147323 -3.532165 -0.233 0.012 -0.818
H -2.338456 -0.332915 -4.469010 -0.750 -0.824 -0.279
H -2.102242 -0.181334 0.280208 3.318 1.910 0.584
H -1.157963 -1.022200 2.064234 -0.331 -0.988 0.099
H 1.230741 -0.888411 0.221722 1.114 0.066 -0.832
H 0.070884 -2.231759 0.025266 -0.267 -0.018 0.015
H 1.090363 -3.398459 2.696514 0.404 0.919 -1.106
H 0.919366 1.634116 1.579125 0.316 -0.808 0.708
N -0.352306 2.451948 -2.511051 -0.253 -1.761 0.518
N -1.114516 0.298592 0.548957 -2.091 -3.033 0.726
O 0.783633 1.270136 -0.241220 -0.331 -0.532 0.546
O 0.021898 -0.272269 -2.927900 3.031 0.663 -0.433
O 0.077793 -0.228260 3.859285 0.391 0.045 -1.668
O 0.994847 1.311925 2.519720 -0.957 -0.943 -0.572
S 1.898399 -2.716709 1.774588 -2.055 0.922 -0.451
```
Positions in Å, forces in eV/Å.

Values from the calculation:
Structure (SMILES)   C[C@@H](O)[C@H](N)C(=O)N[C@@H](CS)C(=O)O
ΔE to the lowest compared entry with this formula, charge and spin   75.4 kcal/mol
Maximum force   4.2 eV/Å
Orbital gap   0.3514 Eh
E_tot   -29489.351 eV
Spin multiplicity   1

***

No. 4
H8NiO16S3 as an isolated structure. Source: the Open Molecules 2025 dataset; level of theory: the ωB97M-V functional and the def2-TZVPD basis.

Geometry as XYZ:
```
28
Properties=species:S:1:pos:R:3:forces:R:3
Ni 0.217422 -0.594625 0.745801 0.284 0.127 -0.876
S -3.189492 2.262799 1.182359 0.873 -0.126 -2.243
O -2.614880 3.404031 1.830901 1.722 4.260 1.235
O -2.117510 1.262777 1.211700 1.372 -2.530 -0.480
O -4.300834 1.866033 1.990114 -3.438 -1.837 1.794
O -3.616929 2.560001 -0.206225 -0.107 -0.063 0.047
S 3.270482 -2.768074 -1.011503 2.120 -0.642 -0.535
O 2.623958 -2.014340 0.020989 -2.627 2.766 3.399
O 2.418026 -2.899089 -2.148436 -2.212 -0.664 -2.618
O 4.523689 -2.140010 -1.389140 2.196 1.848 -0.847
O 3.656762 -4.051642 -0.457729 0.115 -3.392 1.218
S 0.013296 0.844842 -3.163174 3.128 1.275 0.738
O 0.880070 1.605152 -4.094865 -0.394 -0.427 0.435
O -0.192211 -0.513188 -3.685229 -0.976 -0.591 -0.381
O 0.549118 0.811082 -1.798299 -0.339 0.005 -0.416
O -1.307768 1.490575 -3.167743 -1.542 -0.194 -0.361
O 0.233852 3.839550 0.102182 0.779 0.610 0.055
H 0.246286 3.005365 -0.367093 -0.136 -0.475 -0.279
H -0.529984 3.780706 0.676050 -0.886 -0.268 0.330
O -1.384148 -2.530260 -0.660509 -0.096 -0.219 0.528
H -2.335925 -2.428808 -0.668940 -0.209 0.411 0.041
H -1.191170 -3.049003 -1.441460 0.576 0.122 -0.315
O 2.069171 1.004838 2.230202 -0.178 -0.183 0.265
H 2.967608 0.732381 2.416783 0.211 -0.367 -0.302
H 2.040590 1.927381 2.483817 -0.342 0.324 -0.205
O -0.710670 -2.255923 2.932667 0.256 0.042 0.127
H -0.860054 -3.199176 2.867969 0.098 -0.215 -0.322
H -1.358755 -1.953374 3.568811 -0.249 0.401 -0.031
```
Positions in Å, forces in eV/Å.

Values from the calculation:
⟨S²⟩   2.013
Charge   -4
ΔE to the lowest compared entry with this formula, charge and spin   145.6 kcal/mol
Maximum force   5.1 eV/Å
Orbital gap (spin up / spin down)   0.1494 / 0.1471 Eh
E_tot   -106427.083 eV
Spin multiplicity   3

***

No. 5
A 2-piece molecular cluster, C9H11O3 overall. Source: the Open Molecules 2025 dataset; level of theory: the ωB97M-V functional and the def2-TZVPD basis.

Geometry as XYZ:
```
23
Properties=species:S:1:pos:R:3:forces:R:3
C -3.117922 1.974171 0.350646 0.278 0.149 0.314
C -3.866305 0.794916 -0.259219 -0.598 -0.659 -1.308
O -4.201369 -0.159470 0.497697 0.634 0.163 0.367
O -4.065168 0.844774 -1.498390 0.103 0.342 0.555
H -3.638479 2.911979 0.153999 -0.152 -0.036 0.111
H -2.145445 2.080129 -0.131620 0.098 -0.106 -0.054
H -2.973231 1.813760 1.421108 -0.046 0.202 0.007
C 3.916165 -0.202046 0.313370 -0.032 0.046 0.428
C -0.260531 -1.006333 -0.386303 -0.526 0.178 0.317
C 0.131977 -0.194373 0.675741 0.417 0.151 0.218
C 0.706251 -1.566271 -1.212513 0.104 0.036 0.020
C 1.477857 0.057586 0.896920 -0.102 -0.139 -0.120
C 2.047509 -1.299750 -0.978837 0.029 0.051 0.104
C 2.458933 -0.484392 0.070870 -0.027 0.022 -0.073
O -1.557055 -1.272564 -0.625796 -0.037 -0.099 0.228
H -2.155837 -0.873968 0.047130 -0.074 -0.155 -0.490
H -0.602564 0.237246 1.345345 -0.136 -0.047 -0.117
H 0.380637 -2.207029 -2.018332 0.023 -0.039 -0.088
H 1.766925 0.674121 1.741449 0.010 0.038 -0.019
H 2.813840 -1.740886 -1.607292 -0.095 -0.046 -0.105
H 4.551368 -0.912337 -0.214469 0.049 0.056 -0.049
H 4.130737 -0.284609 1.383516 0.097 -0.073 -0.063
H 4.201707 0.815346 0.034981 -0.018 -0.039 -0.183
```
Positions in Å, forces in eV/Å.

Values from the calculation:
Charge   -1
ΔE to the lowest compared entry with this formula, charge and spin   11.2 kcal/mol
Maximum force   1.6 eV/Å
Orbital gap   0.2614 Eh
E_tot   -15655.815 eV
Spin multiplicity   1

***

No. 6
A 3-piece molecular cluster, C2H2O3 overall. Source: the Open Molecules 2025 dataset; level of theory: the ωB97M-V functional and the def2-TZVPD basis.

Geometry as XYZ:
```
7
Properties=species:S:1:pos:R:3:forces:R:3
C -0.774570 -0.848472 -1.641445 -0.738 0.392 1.179
C 0.194432 -1.460085 -3.636721 0.774 -0.293 -1.188
O -1.896426 -0.780687 -1.532156 0.342 -0.064 -0.139
O 0.547076 1.689055 3.798905 0.139 0.211 0.240
O 1.298332 -1.290515 -3.805358 -0.378 -0.034 0.148
H -0.367018 1.401101 3.763881 -0.045 -0.107 -0.132
H 0.998174 1.289603 3.052893 -0.094 -0.105 -0.108
```
Positions in Å, forces in eV/Å.

Values from the calculation:
ΔE to the lowest compared entry with this formula, charge and spin   20.4 kcal/mol
Maximum force   1.4 eV/Å
Orbital gap   0.4408 Eh
E_tot   -8247.713 eV
Spin multiplicity   1

***

Q: Which formula does entry 3 have?
A: C7H14N2O4S

***

Copy entry 5 word for word.
A 2-piece molecular cluster, C9H11O3 overall. Source: the Open Molecules 2025 dataset; level of theory: the ωB97M-V functional and the def2-TZVPD basis.

Geometry as XYZ:
```
23
Properties=species:S:1:pos:R:3:forces:R:3
C -3.117922 1.974171 0.350646 0.278 0.149 0.314
C -3.866305 0.794916 -0.259219 -0.598 -0.659 -1.308
O -4.201369 -0.159470 0.497697 0.634 0.163 0.367
O -4.065168 0.844774 -1.498390 0.103 0.342 0.555
H -3.638479 2.911979 0.153999 -0.152 -0.036 0.111
H -2.145445 2.080129 -0.131620 0.098 -0.106 -0.054
H -2.973231 1.813760 1.421108 -0.046 0.202 0.007
C 3.916165 -0.202046 0.313370 -0.032 0.046 0.428
C -0.260531 -1.006333 -0.386303 -0.526 0.178 0.317
C 0.131977 -0.194373 0.675741 0.417 0.151 0.218
C 0.706251 -1.566271 -1.212513 0.104 0.036 0.020
C 1.477857 0.057586 0.896920 -0.102 -0.139 -0.120
C 2.047509 -1.299750 -0.978837 0.029 0.051 0.104
C 2.458933 -0.484392 0.070870 -0.027 0.022 -0.073
O -1.557055 -1.272564 -0.625796 -0.037 -0.099 0.228
H -2.155837 -0.873968 0.047130 -0.074 -0.155 -0.490
H -0.602564 0.237246 1.345345 -0.136 -0.047 -0.117
H 0.380637 -2.207029 -2.018332 0.023 -0.039 -0.088
H 1.766925 0.674121 1.741449 0.010 0.038 -0.019
H 2.813840 -1.740886 -1.607292 -0.095 -0.046 -0.105
H 4.551368 -0.912337 -0.214469 0.049 0.056 -0.049
H 4.130737 -0.284609 1.383516 0.097 -0.073 -0.063
H 4.201707 0.815346 0.034981 -0.018 -0.039 -0.183
```
Positions in Å, forces in eV/Å.

Values from the calculation:
Charge   -1
ΔE to the lowest compared entry with this formula, charge and spin   11.2 kcal/mol
Maximum force   1.6 eV/Å
Orbital gap   0.2614 Eh
E_tot   -15655.815 eV
Spin multiplicity   1

***

Q: Number 5 is which compound?
A: C9H11O3